An isolated ion of composition C17H28BrN2O4 and charge +1. Source: OMol25; level of theory: wB97M-V/def2-TZVPD.

```
52
Properties=species:S:1:pos:R:3:forces:R:3:lowdin_charge:R:1
O -0.25391 -2.53344 -4.26499 0.3 -0.4 0.0 -0.055
C -1.24390 -1.54620 -4.22896 -0.3 0.4 0.2 -0.226
C -1.43941 -0.93861 -2.83012 -0.3 -0.5 -0.6 -0.097
N -0.29469 -0.13187 -2.34273 -0.2 0.0 0.4 -0.102
C 1.00437 -0.83613 -2.35931 0.7 -0.2 0.2 -0.088
C 1.97401 -0.08800 -1.42466 0.2 0.0 0.0 -0.119
N 1.69834 1.33158 -1.37389 -0.1 -0.1 0.1 -0.168
C 1.34451 1.95453 -0.12777 -0.4 0.1 0.1 -0.115
C -0.15223 1.94326 0.27449 0.5 0.4 0.3 -0.292
O -0.69995 0.63301 0.21373 -0.1 -0.1 0.0 -0.026
C -0.31889 2.49205 1.69419 -0.2 0.1 -0.2 -0.147
O 0.23037 1.53080 2.56958 0.1 0.0 -0.2 -0.163
C 0.04276 1.83565 3.93908 0.0 -0.2 0.4 -0.153
C 0.39510 0.60897 4.78417 0.1 0.6 -0.3 -0.137
O -0.53588 -0.43169 4.58006 -0.2 -0.2 0.0 -0.017
C -0.48090 -1.18954 3.46078 -0.2 -0.3 -0.4 -0.264
C 0.63932 -1.35305 2.64546 0.0 0.1 0.3 -0.022
C 0.57121 -2.16088 1.52354 -0.1 -0.2 -0.1 -0.141
C -0.61686 -2.79167 1.20403 0.0 0.0 -0.3 -0.664
Br -0.72222 -3.80407 -0.41108 0.0 -0.1 0.2 0.788
C -1.73253 -2.66974 2.01505 0.1 -0.1 -0.1 -0.107
C -1.65669 -1.87838 3.14112 0.3 0.2 0.2 0.021
C 1.17360 1.84550 -2.60327 0.0 -0.1 -0.1 -0.127
C -0.16825 1.17892 -3.01773 0.2 0.6 -0.2 -0.074
H -0.57850 -3.35386 -3.87664 0.0 0.1 -0.1 0.100
H -0.93414 -0.78475 -4.94892 -0.1 0.0 0.0 0.120
H -2.21482 -1.93577 -4.55562 0.0 0.1 0.0 0.135
H -1.59565 -1.75257 -2.11849 0.0 0.2 0.0 0.078
H -2.32362 -0.29952 -2.83564 0.1 0.1 0.1 0.143
H -0.48056 0.08003 -1.32548 0.0 -0.1 -0.2 0.127
H 0.86046 -1.86240 -2.02295 -0.1 0.1 -0.1 0.094
H 1.37576 -0.86852 -3.38346 -0.1 0.0 0.0 0.138
H 2.99699 -0.24686 -1.79009 -0.1 -0.2 0.0 0.134
H 1.91505 -0.49413 -0.41494 0.0 0.0 0.0 0.105
H 1.91283 1.46670 0.66603 0.0 0.1 0.0 0.135
H 1.66178 3.00059 -0.17045 0.0 0.0 0.1 0.137
H -0.73931 2.55368 -0.41890 0.0 0.0 0.1 0.151
H -0.42431 0.17980 1.02770 0.0 -0.2 0.0 0.085
H -1.38623 2.63465 1.91661 0.1 0.0 0.0 0.143
H 0.19206 3.45764 1.79642 0.0 0.0 0.0 0.142
H -1.00775 2.10241 4.11778 0.1 0.0 0.0 0.139
H 0.67795 2.68210 4.23058 0.0 0.0 0.0 0.139
H 0.30287 0.87161 5.83977 0.1 0.0 -0.1 0.141
H 1.42170 0.28888 4.58684 -0.1 0.0 0.1 0.126
H 1.57235 -0.86502 2.87434 0.1 0.1 0.0 0.118
H 1.44815 -2.31228 0.91191 0.1 0.0 0.0 0.101
H -2.64901 -3.18352 1.77063 -0.1 0.0 0.0 0.110
H -2.50638 -1.77212 3.79553 -0.1 0.0 0.1 0.129
H 1.91897 1.66249 -3.38379 -0.1 0.1 -0.1 0.132
H 1.03992 2.92360 -2.51948 0.0 0.0 -0.1 0.135
H -1.02527 1.79092 -2.73210 0.0 -0.1 0.0 0.133
H -0.18859 1.03521 -4.09796 -0.1 -0.1 0.1 0.128
```
Forces are in eV/Å.

* charge: +1
* SMILES string: OCC[NH+]1CCN(C[C@@H](O)COCCOc2ccc(Br)cc2)CC1

An isolated molecule of C17H28Cl2FN3O5. Source: OMol25; level of theory: wB97M-V/def2-TZVPD.

```
56
Properties=species:S:1:pos:R:3:forces:R:3:lowdin_charge:R:1
C 0.85947 -2.80286 -2.31307 -0.3 0.2 -0.3 -0.175
C 1.00782 -1.29132 -2.18070 0.3 -0.3 -0.1 -0.688
Cl -0.55816 -0.56337 -2.64582 -0.1 0.2 0.1 0.752
C 1.65005 -0.73506 -0.86269 -0.3 -0.2 -0.2 -0.525
Cl 2.38465 -2.11649 0.04045 0.0 -0.1 0.1 0.749
C 0.96787 0.27343 0.12768 0.5 0.3 1.3 -0.353
C 2.04215 0.49442 1.25794 0.3 0.2 -0.7 -0.147
C 2.05458 1.90320 1.85701 0.0 -0.1 0.8 -0.098
C 2.66093 1.80488 3.25322 0.6 0.0 0.2 -0.485
N 1.89839 2.30299 4.36144 -0.2 0.0 -0.5 0.114
O 3.75254 1.32065 3.42697 -0.5 0.0 0.0 0.099
O 0.71101 1.54943 -0.44352 -0.3 -0.4 -0.4 -0.098
C 1.35749 1.97214 -1.62243 0.5 0.3 -0.2 -0.208
C 2.78515 2.48921 -1.43262 -0.4 0.3 0.2 -0.148
C 3.43470 2.77614 -2.76355 0.2 0.3 0.2 -0.197
F 4.04098 1.62936 -3.27478 -0.2 0.0 -0.1 -0.053
C -0.38413 -0.19070 0.84140 -0.4 0.0 -0.5 -0.357
N -0.49310 -1.59876 1.08945 0.3 0.0 0.2 0.134
C -1.68480 0.35382 0.22039 -0.4 -0.3 -0.2 -0.113
C -2.76888 -0.67076 -0.14202 -0.1 0.3 -0.1 -0.216
C -3.64219 -1.11200 1.02730 0.2 -0.3 -0.5 -0.163
C -4.82153 -1.98681 0.59394 0.5 0.0 0.7 -0.158
O -5.34125 -1.68278 -0.71013 -0.7 -0.2 0.1 -0.031
C -5.07405 -2.55285 -1.68220 0.8 -0.4 -0.2 -0.350
O -4.13207 -3.30431 -1.72104 -0.4 0.2 0.2 0.067
O -0.30387 0.44432 2.18539 0.2 -0.1 0.3 -0.004
C -1.08094 -0.02381 3.09977 -0.6 -0.1 0.0 -0.360
N -1.80509 -0.38204 3.92937 0.5 0.2 -0.3 0.180
H 0.29788 -3.25117 -1.49848 0.1 -0.1 0.1 0.063
H 0.29046 -2.98220 -3.22292 0.0 -0.1 -0.1 0.069
H 1.82786 -3.27540 -2.44146 0.1 -0.1 0.3 0.071
H 1.68678 -0.99662 -2.97832 0.0 0.2 0.0 0.097
H 2.55075 -0.22313 -1.18168 -0.1 0.2 -0.1 0.083
H 3.02822 0.32740 0.82732 0.1 0.0 0.0 0.099
H 1.95311 -0.25878 2.03222 -0.1 0.0 0.1 0.105
H 1.05717 2.31238 1.94938 0.0 0.2 -0.3 0.106
H 2.70164 2.57380 1.29729 -0.1 0.0 -0.2 0.112
H 1.28500 3.03373 4.01128 -0.1 0.0 0.1 0.078
H 1.26185 1.56551 4.66108 0.2 0.0 0.4 0.090
H 0.76928 2.80887 -1.99958 -0.2 0.0 0.1 0.140
H 1.34790 1.23171 -2.41866 -0.1 -0.3 0.0 0.082
H 2.72967 3.43326 -0.88533 0.0 0.0 0.1 0.122
H 3.39785 1.82532 -0.82496 0.1 -0.1 -0.1 0.112
H 4.19560 3.55036 -2.66417 0.2 -0.1 0.0 0.119
H 2.69926 3.14187 -3.48412 0.0 -0.2 -0.1 0.123
H 0.28210 -1.93292 1.64999 0.1 0.0 -0.1 0.081
H -0.47279 -2.12120 0.22379 -0.2 0.0 -0.1 0.074
H -1.47637 0.93491 -0.66362 0.3 0.1 -0.1 0.076
H -2.14001 1.04607 0.92899 0.2 0.1 0.1 0.130
H -2.36581 -1.52097 -0.68518 0.0 -0.2 0.0 0.077
H -3.41335 -0.15621 -0.85811 0.0 0.0 -0.1 0.118
H -3.03872 -1.73180 1.68772 0.0 0.2 0.3 0.100
H -3.98886 -0.23022 1.56284 0.0 0.0 0.1 0.114
H -5.63911 -1.86001 1.29997 -0.2 0.1 -0.2 0.125
H -4.52565 -3.03185 0.63913 0.0 -0.1 -0.3 0.121
H -5.81940 -2.51275 -2.48153 -0.1 0.3 0.0 0.144
```
Forces are in eV/Å.

* charge: 0
* SMILES string: C[C@@H](Cl)[C@H](Cl)[C@@](CCC(N)=O)(OCCCF)[C@](N)(CCCCOC=O)OC#N

An isolated ion of composition C17H28ClN2O3 and charge +1. Source: OMol25; level of theory: wB97M-V/def2-TZVPD.

```
51
Properties=species:S:1:pos:R:3:forces:R:3:lowdin_charge:R:1
C -3.24300 0.23307 2.38764 0.2 -0.1 0.0 -0.041
C -2.01788 1.03801 1.98193 -0.8 0.3 0.2 -0.148
N -0.74648 0.26257 1.88144 -0.1 0.0 0.0 -0.223
C 0.31911 1.10604 1.24509 0.6 0.6 -0.3 -0.191
C 0.88010 2.26419 2.05214 -0.2 -0.1 0.0 -0.048
C -0.26950 -0.26268 3.20194 0.1 -0.1 1.0 -0.073
C -0.42990 0.60735 4.45430 0.2 0.1 -0.1 -0.220
O -1.72978 0.42115 4.96426 -0.3 -0.1 0.1 -0.057
C -0.92717 -0.94594 1.01545 -0.1 -0.7 -0.5 -0.137
C -1.42837 -0.71012 -0.41382 0.1 0.0 0.1 -0.108
C -1.06969 -1.91405 -1.30135 -0.1 0.1 0.1 -0.078
N 0.15219 -1.70014 -2.05393 -0.2 -0.2 0.1 0.068
C 0.13364 -1.69058 -3.44794 0.3 0.0 0.0 -0.372
O -0.85696 -1.86498 -4.09602 -0.2 0.0 -0.2 0.146
C 1.53668 -1.39476 -3.93597 0.0 0.0 -0.4 -0.147
C 1.47966 -0.13445 -4.82281 0.0 -0.1 0.0 -0.109
C 1.15046 1.04984 -3.96778 0.0 0.1 0.1 -0.096
C 1.83640 1.19623 -2.84325 -0.1 -0.1 -0.2 -0.666
Cl 1.51637 2.47413 -1.72210 0.0 0.3 0.1 0.730
C 2.91465 0.21969 -2.49444 0.0 -0.1 0.1 -0.133
C 2.36233 -1.21215 -2.66059 0.2 0.1 0.1 -0.141
C 1.39165 -1.46653 -1.52565 0.1 -0.1 -0.4 -0.370
O 1.64170 -1.42040 -0.34295 0.2 0.0 0.2 0.092
H -3.53480 -0.49561 1.63806 0.0 -0.1 -0.1 0.074
H -3.09591 -0.25825 3.34343 -0.1 -0.1 0.0 0.072
H -4.06974 0.92894 2.50466 0.0 0.1 0.0 0.100
H -1.86869 1.83143 2.71202 0.1 0.0 -0.1 0.125
H -2.19269 1.49869 1.00830 0.2 0.0 0.0 0.139
H -0.09196 1.51900 0.32448 -0.1 -0.2 0.1 0.079
H 1.13875 0.43714 0.97354 -0.2 -0.1 0.0 0.120
H 1.55226 2.80966 1.39334 0.0 0.0 -0.1 0.079
H 0.11037 2.96056 2.37248 0.0 0.1 0.1 0.085
H 1.46097 1.93472 2.90783 0.1 0.0 0.1 0.083
H 0.78180 -0.52171 3.07348 -0.1 0.0 -0.1 0.150
H -0.82306 -1.17739 3.42359 0.1 0.0 -0.2 0.144
H -0.24029 1.66882 4.26952 0.1 -0.1 0.0 0.107
H 0.31649 0.25016 5.17633 0.0 0.0 -0.2 0.138
H -1.80094 0.80679 5.84338 0.0 0.0 0.0 0.112
H -1.62350 -1.61849 1.51684 0.1 0.1 0.1 0.136
H 0.04783 -1.43611 0.95540 -0.2 0.2 0.2 0.112
H -2.50990 -0.57771 -0.42400 0.0 0.1 0.0 0.118
H -0.97989 0.17295 -0.86694 -0.1 0.1 0.0 0.116
H -1.84281 -2.07450 -2.05748 0.1 0.0 0.2 0.132
H -0.97176 -2.82260 -0.70133 0.0 0.0 -0.1 0.145
H 1.88316 -2.23681 -4.53910 -0.1 0.0 0.1 0.166
H 0.72497 -0.27620 -5.59503 0.1 0.0 0.0 0.126
H 2.44899 0.00548 -5.30707 0.0 0.0 -0.1 0.132
H 0.36442 1.72171 -4.26853 -0.1 0.2 0.1 0.117
H 3.26719 0.35676 -1.47223 0.0 0.0 -0.1 0.113
H 3.76027 0.35488 -3.17324 0.0 0.0 0.0 0.136
H 3.19227 -1.91775 -2.58731 -0.1 0.0 0.0 0.166
```
Forces are in eV/Å.

* charge: +1
* SMILES string: CC[N+](CC)(CCO)CCCN1C(=O)[C@H]2CC=C(Cl)C[C@H]2C1=O

A 2-piece molecular cluster, C17H28ClN4O6P overall. Source: OMol25; level of theory: wB97M-V/def2-TZVPD.

```
57
Properties=species:S:1:pos:R:3:forces:R:3:lowdin_charge:R:1
C -0.61055 2.78957 4.01529 0.1 0.1 0.0 -0.110
C 0.10685 1.56001 3.50975 -0.2 0.0 -0.4 -0.728
Cl 1.27338 0.95865 4.71998 0.2 -0.1 0.1 0.649
C -0.84511 0.40413 3.12684 0.2 0.0 0.4 -0.143
C -0.41114 -0.32113 1.89346 -0.2 -0.4 0.5 -0.132
N 0.04474 -1.57252 2.10564 0.0 0.2 0.2 0.236
C 0.46595 -2.38058 1.13169 -0.1 -0.1 0.3 -0.234
O 0.93219 -3.57952 1.59738 0.1 0.0 0.3 0.084
C 0.03974 -4.34342 2.16997 0.1 -0.3 -0.1 -0.307
N -0.69641 -5.04912 2.70161 0.0 0.2 0.0 0.212
C 0.47433 -1.99246 -0.17286 0.1 0.7 -0.6 -0.029
P 1.00579 -3.28302 -1.38557 -0.1 -1.1 -0.4 0.503
N 0.81901 -4.68515 -0.80316 0.1 0.6 -0.1 -0.102
O 2.49499 -2.80238 -1.75440 0.0 0.2 0.1 -0.135
O 0.16142 -3.02758 -2.68286 0.0 0.6 0.9 -0.130
C 0.05707 -0.64515 -0.43147 0.1 -0.5 0.0 -0.059
C 0.14965 -0.05140 -1.80114 0.3 0.4 0.2 -0.101
C 1.13922 1.13028 -1.90303 0.0 -0.2 -0.3 -0.155
C 2.51232 0.84148 -1.28830 0.0 0.2 0.1 -0.169
C 2.78688 1.55949 0.03381 0.2 0.0 0.0 -0.286
N 3.14944 2.96628 -0.06668 -0.2 -0.1 0.3 0.007
C -0.42690 0.16503 0.61290 -0.2 0.2 -0.2 -0.104
C -0.94423 1.56794 0.42369 0.0 0.3 -0.3 -0.116
C -2.03735 1.81676 -0.62745 -0.4 0.1 0.2 -0.165
C -3.12984 0.74695 -0.66866 0.1 0.1 -0.2 -0.087
C -3.87697 0.61278 -1.97959 -0.1 -0.2 -0.1 -0.503
O -4.41269 -0.39865 -2.29791 -0.1 -0.1 0.0 0.168
O -3.97092 1.75780 -2.73902 0.2 0.2 0.2 0.077
H -1.14955 3.26268 3.19536 -0.1 0.0 0.0 0.080
H 0.11700 3.51132 4.37317 0.0 0.1 0.1 0.081
H -1.30999 2.54853 4.81073 0.0 0.0 0.1 0.090
H 0.70375 1.82196 2.63969 0.1 0.1 0.0 0.081
H -0.82877 -0.30182 3.95344 -0.2 0.0 0.1 0.104
H -1.87437 0.74527 3.04456 0.0 0.1 -0.2 0.136
H 0.07450 -1.92282 3.05568 0.0 0.0 0.1 0.186
H 1.65748 -5.23592 -0.69088 -0.2 -0.2 0.1 0.018
H 2.89008 -3.50652 -2.29167 0.2 0.1 -0.1 0.102
H 0.63503 -2.52163 -3.35952 -0.3 -0.4 -0.7 0.079
H 0.49430 -0.77666 -2.50308 0.0 -0.5 -0.3 0.090
H -0.84053 0.25640 -2.12772 -0.1 -0.1 -0.1 0.121
H 0.70681 2.05197 -1.51796 0.1 0.1 0.0 0.088
H 1.27303 1.29046 -2.97082 -0.1 0.1 -0.1 0.123
H 3.28416 1.16565 -1.98553 0.1 0.0 -0.1 0.115
H 2.67491 -0.22826 -1.16128 -0.1 -0.2 0.0 0.096
H 3.60718 1.04788 0.53585 0.1 0.0 0.1 0.114
H 1.93211 1.49132 0.71047 -0.1 -0.1 0.0 0.078
H 3.99918 3.08486 -0.59920 0.0 0.1 -0.1 0.070
H 2.41556 3.51556 -0.49202 0.0 0.1 -0.1 0.059
H -1.33114 1.94147 1.36576 0.0 -0.1 0.1 0.095
H -0.09359 2.20718 0.18647 0.0 0.1 0.1 0.108
H -1.62252 2.00636 -1.61312 0.1 -0.1 0.0 0.097
H -2.51266 2.75442 -0.34751 0.0 0.2 -0.1 0.125
H -2.75202 -0.25355 -0.47183 0.0 -0.1 0.1 0.120
H -3.88921 0.96627 0.08153 0.0 -0.1 0.2 0.137
H -3.25070 1.78422 -3.37830 -0.1 0.0 -0.3 0.119
O -0.63820 -3.98836 -5.34065 0.5 0.3 -0.2 -0.591
H -0.62269 -3.46331 -4.54152 -0.4 -0.1 0.1 -0.260
```
Forces are in eV/Å.

* charge: 0

The E_LUMO results, record by record, are as follows: -2.0, 0.4, -2.0, -2.4 eV.
The total energy results, record by record, are as follows: -99289.3286, -60551.4459, -39723.5416, -58134.9641 eV.
The max |F| results, record by record, are as follows: 0.81, 1.39, 0.96, 1.21 eV/Å.